1.
Here is C3H4N4O in the gas phase at a distorted geometry from the OMol25 dataset. Energies are from the ωB97M-V functional and the def2-TZVPD basis.

The geometry in ORCA input format:
```
! wB97M-V def2-TZVPD RIJCOSX def2/J DEFGRID3
* xyz 0 1
H -2.082 -1.234 -0.314
N -2.613 -0.245 -0.168
C -1.619 0.608 0.110
N -0.354 0.034 0.276
N -0.144 -1.359 -0.017
C 1.158 -1.448 -0.062
O 1.774 -0.325 0.075
C 0.772 0.734 -0.008
N 1.089 1.920 -0.216
H 0.413 2.675 0.086
H -1.810 1.738 0.410
H 1.576 -2.389 -0.143
*
```

Results
E_LUMO   0.01859 hartree
HOMO-LUMO gap   9.9 eV
SMILES string   [H]/N=C\n1nco/c1=N/[H]
Energy above the lowest of the compared OMol25 structures with the same formula, charge and spin   3.017 eV
E_HOMO   -9.350 eV

Results of the Mulliken charge analysis, in e, for atoms 1 through 4: atom 1 (H): 0.40, atom 2 (N): -0.64, atom 3 (C): 0.15, atom 4 (N): 0.35

---

2.
Here is C33H34ClF4GeN2O5SSc as an isolated structure at a distorted geometry from the OMol25 dataset. Energies are from the ωB97M-V functional and the def2-TZVPD basis.

The geometry in ORCA input format:
```
! wB97M-V def2-TZVPD RIJCOSX def2/J DEFGRID3
* xyz -2 1
Sc 0.992 -1.071 0.259
C 0.412 -3.927 -1.392
N 1.177 -2.710 -1.680
C 0.759 -2.157 -2.970
C 2.611 -3.004 -1.727
C 3.115 -3.565 -0.406
N 2.453 -2.897 0.701
C 2.664 -3.371 1.933
C 2.016 -2.721 3.016
F 1.262 -1.647 2.705
C 2.113 -3.095 4.324
F 1.436 -2.386 5.251
C 2.887 -4.177 4.720
C 3.553 -4.821 3.702
F 4.347 -5.880 4.004
C 3.466 -4.453 2.374
F 4.213 -5.177 1.494
H 0.707 -4.738 -2.074
H -0.649 -3.713 -1.517
H 0.576 -4.241 -0.361
H 0.975 -2.882 -3.774
H 1.287 -1.225 -3.160
H -0.300 -1.918 -2.942
H 3.130 -2.082 -1.981
H 2.817 -3.736 -2.523
H 4.203 -3.431 -0.380
H 2.935 -4.644 -0.391
H 2.968 -4.482 5.753
O 3.767 1.775 0.464
Cl 3.205 0.483 0.668
O 4.035 -0.335 1.503
O 2.936 -0.193 -0.615
O 1.856 0.601 1.290
O -0.741 -1.704 0.805
S -1.697 -1.399 -0.499
C -3.160 -0.315 -0.497
C -4.423 -1.132 -0.649
C -4.413 -2.196 0.459
C -3.005 -2.768 0.497
H -2.987 0.389 -1.304
H -3.145 0.211 0.469
H -4.412 -1.612 -1.635
H -5.314 -0.499 -0.601
H -5.207 -2.935 0.294
H -4.639 -1.699 1.410
H -2.914 -3.678 -0.113
H -2.646 -2.981 1.505
C -0.460 -0.081 -1.051
Ge -0.639 1.689 -0.374
C -2.025 2.721 -1.462
C -2.907 3.703 -1.001
C -3.809 4.344 -1.854
C -3.841 4.019 -3.204
C -2.961 3.052 -3.690
C -2.072 2.415 -2.830
C -0.928 2.506 1.430
C 0.140 2.988 2.200
C -0.057 3.485 3.485
C -1.332 3.504 4.042
C -2.403 3.010 3.306
C -2.195 2.511 2.023
C 0.871 2.788 -1.114
C 1.740 2.210 -2.043
C 2.749 2.951 -2.656
C 2.904 4.300 -2.360
C 2.037 4.903 -1.453
C 1.036 4.152 -0.843
H -2.890 3.992 0.047
H -4.485 5.098 -1.462
H -4.543 4.510 -3.870
H -2.973 2.791 -4.745
H -1.406 1.636 -3.199
H 1.143 2.973 1.789
H 0.789 3.850 4.058
H -1.486 3.886 5.045
H -3.400 3.009 3.734
H -3.044 2.116 1.472
H 1.611 1.156 -2.271
H 3.421 2.471 -3.360
H 3.694 4.878 -2.828
H 2.140 5.958 -1.224
H 0.361 4.644 -0.148
*
```

Results
E_LUMO   0.16676 hartree
HOMO-LUMO gap   5.0 eV
Energy above the lowest of the compared OMol25 structures with the same formula, charge and spin   3.253 eV
E_HOMO   -0.444 eV

Results of the Mulliken charge analysis, in e, for atoms 1 through 4: atom 1 (Sc): -0.90, atom 2 (C): -1.28, atom 3 (N): 1.14, atom 4 (C): -1.23

---

3.
Here is a 2-piece molecular cluster, C2H10N4O overall at a distorted geometry from the OMol25 dataset. Energies are from the ωB97M-V functional and the def2-TZVPD basis.

The geometry in ORCA input format:
```
! wB97M-V def2-TZVPD RIJCOSX def2/J DEFGRID3
* xyz 0 1
C -1.724 -0.691 0.489
C -0.868 -0.234 -0.687
N -0.761 -1.209 -1.690
O -0.934 0.978 -1.054
H -1.348 -1.623 0.906
H -2.751 -0.845 0.155
H -1.729 0.079 1.261
H -0.599 -2.165 -1.414
H -0.290 -0.898 -2.527
N 1.782 0.498 1.581
N 1.687 0.348 0.190
N 1.561 1.536 -0.465
H 2.080 -0.374 1.999
H 0.923 0.839 2.017
H 0.628 -0.210 -0.099
H 0.519 1.645 -0.783
H 1.823 2.326 0.124
*
```

Results
E_LUMO (alpha / beta)   0.01123 / 0.01123 hartree
HOMO-LUMO gap (alpha / beta)   8.0 / 8.0 eV
SMILES string   CC(N)=O.NNN
Energy above the lowest of the compared OMol25 structures with the same formula, charge and spin   4.135 eV
E_HOMO (alpha / beta)   -7.718 / -7.719 eV

Results of the Mulliken charge analysis, in e, for atoms 1 through 4: atom 1 (C): -1.16, atom 2 (C): 0.65, atom 3 (N): -0.43, atom 4 (O): -0.72